No. 1
A cluster of 12 separate species, C51H72N3O31 in total in a non-equilibrium geometry. Source: OMol25; level of theory: the ωB97M-V functional and the def2-TZVPD basis.

The calculation puts the total energy at -121994.316 eV. The largest force on an atom is 0.08050 Eh/bohr. The net charge is -1. As for the multiplicity: 1. The energy above the lowest of the compared OMol25 structures with the same formula, charge and spin comes out at 0.0 kcal per mole. The HOMO energy is -6.2 eV.

Last column: Löwdin charge in e.
CARTESIAN COORDINATES (ANGSTROEM)
O: -0.07 2.86 2.02  0.073
O: -0.98 -4.26 7.57  0.083
O: 7.62 -2.95 -1.70  0.135
O: 3.74 -8.13 0.20  0.088
O: -4.01 -2.27 5.39  0.085
O: 2.85 7.38 1.00  0.082
O: 3.11 -1.87 -1.32  0.064
O: -0.59 0.55 3.96  -0.081
O: -1.30 -1.77 6.40  0.128
O: 3.07 -1.42 1.45  -0.345
O: 7.40 -3.31 -4.37  0.090
O: -1.28 1.11 6.05  0.056
O: -2.85 -2.32 -1.10  -0.010
O: -4.92 3.87 -0.32  -0.194
O: 0.00 1.06 -0.98  -0.182
O: 1.28 -3.33 0.81  0.099
O: 2.78 6.25 3.50  0.142
O: 4.69 2.58 -2.27  -0.157
O: -1.61 -3.61 2.15  0.092
O: -0.28 2.66 4.73  -0.012
O: -0.19 -5.63 0.57  0.098
O: 0.53 -2.08 -7.61  0.022
O: -0.43 4.37 -0.26  0.132
O: 5.20 5.35 -2.99  -0.161
O: -4.71 2.02 2.15  0.127
O: 3.01 -1.89 -4.00  0.150
O: -3.48 2.41 -2.70  -0.161
O: -3.52 2.27 4.54  0.185
O: 5.13 -5.96 0.83  0.115
O: -1.26 -6.09 3.29  0.140
O: -4.90 -2.56 2.84  0.115
N: -5.15 -2.05 -0.88  -0.185
N: -1.11 -1.26 -6.24  -0.204
N: 0.37 -0.11 1.39  0.228
C: 0.62 3.96 1.86  -0.254
C: -3.95 -2.60 -0.58  -0.287
C: -5.53 5.13 -0.10  -0.110
C: -1.39 -2.74 5.69  -0.319
C: 6.39 -2.80 -3.66  -0.240
C: -1.17 -4.12 6.23  -0.219
C: -4.44 0.95 2.86  -0.262
C: -1.23 -5.21 5.48  0.075
C: 4.19 -2.24 -1.99  -0.251
C: 1.03 -5.67 0.53  -0.274
C: 3.40 0.78 2.42  -0.105
C: -0.74 -0.54 0.52  -0.304
C: 4.02 -2.21 -3.48  -0.365
C: -4.09 -1.20 4.61  -0.253
C: 0.40 4.64 0.53  -0.321
C: -4.82 -0.25 2.44  0.041
C: 1.19 5.87 0.37  0.057
C: 2.02 6.36 1.28  -0.240
C: 5.20 -2.59 -4.24  0.069
C: -3.59 3.95 -0.79  -0.210
C: 5.36 -2.49 -1.40  0.063
C: -1.86 -1.54 -5.04  -0.047
C: -1.28 -5.15 4.02  -0.307
C: 5.24 6.75 -2.88  -0.109
C: 2.18 5.72 2.64  -0.363
C: -6.32 -2.48 -0.17  -0.077
C: 3.85 3.36 -3.07  -0.224
C: -3.14 2.64 -1.35  -0.197
C: -3.75 0.01 5.07  0.077
C: -4.64 -1.46 3.23  -0.326
C: 3.96 4.80 -2.66  -0.238
C: -1.98 0.23 0.98  -0.020
C: 4.49 1.21 -2.47  -0.117
C: -1.53 -3.75 3.47  -0.217
C: -5.36 -0.91 -1.75  -0.037
C: 3.95 -5.81 0.69  -0.345
C: 3.26 -4.54 0.68  0.064
C: 3.07 -7.00 0.44  -0.246
C: 0.09 1.59 -2.28  -0.082
C: -0.37 -0.27 -0.89  -0.194
C: -0.69 1.48 4.87  -0.700
C: 6.56 -2.75 -2.18  -0.361
C: -1.60 -2.67 4.26  0.047
C: -2.79 3.17 -3.62  -0.149
C: -0.12 -2.11 -6.60  -0.356
C: 1.92 -4.46 0.68  -0.238
C: 1.75 -6.95 0.33  0.067
C: -3.83 1.19 4.22  -0.334
C: 1.47 4.46 2.75  0.073
C: -1.42 -0.16 -7.08  -0.067
C: 3.99 -0.54 1.97  -0.465
H: 3.69 0.81 -1.84  0.087
H: 5.13 -2.74 -5.31  0.136
H: 0.05 -0.07 2.38  0.111
H: -3.40 0.07 6.10  0.140
H: -1.05 -6.18 5.93  0.135
H: -0.74 1.28 -2.94  0.077
H: -6.20 -1.12 -2.41  0.086
H: 4.26 0.91 -3.50  0.093
H: -2.51 -0.04 -7.13  0.091
H: -0.91 0.75 -6.78  0.091
H: -2.12 3.92 -3.17  0.092
H: -5.58 5.80 -0.97  0.086
H: -6.59 -1.87 0.69  0.071
H: -4.98 5.72 0.67  0.091
H: -1.78 -1.70 3.82  0.120
H: -6.51 4.91 0.33  0.085
H: 4.83 -0.32 1.26  0.092
H: -6.22 -3.54 0.07  0.093
H: -1.77 1.30 1.01  0.086
H: -4.23 -3.07 4.89  0.127
H: -5.34 -0.33 1.50  0.115
H: -4.04 -3.42 0.16  0.134
H: 4.50 7.23 -3.53  0.087
H: -4.27 2.82 2.49  0.139
H: -1.04 -1.57 0.73  0.129
H: 0.00 2.67 -2.17  0.077
H: -1.19 -0.54 -1.58  0.118
H: -2.81 -2.02 -5.33  0.090
H: -5.58 0.00 -1.18  0.092
H: 3.08 5.30 -3.11  0.129
H: 1.92 -2.57 0.98  0.070
H: -2.78 0.10 0.23  0.078
H: 3.75 4.85 -1.57  0.130
H: -1.32 -2.22 -4.39  0.084
H: 3.57 7.44 1.65  0.117
H: -2.11 -0.61 -4.53  0.078
H: 0.65 0.84 1.11  0.130
H: -3.00 4.19 0.11  0.125
H: -0.05 2.57 3.00  0.101
H: 3.86 -3.63 0.75  0.106
H: 2.81 3.01 -3.00  0.113
H: 1.04 1.28 -2.72  0.088
H: 4.12 3.22 -4.13  0.135
H: 0.09 -2.86 -5.82  0.134
H: 5.18 7.09 -1.84  0.086
H: -1.68 -4.51 1.76  0.112
H: 0.46 -0.92 -1.23  0.139
H: -1.51 0.17 5.92  0.042
H: -2.19 2.52 -4.27  0.073
H: -3.47 4.75 -1.53  0.127
H: 8.15 -3.50 -3.78  0.120
H: 2.61 0.59 3.15  0.070
H: -3.42 3.75 -4.31  0.087
H: 2.98 1.30 1.55  0.061
H: 1.51 4.00 3.74  0.132
H: -0.52 -3.47 7.91  0.129
H: -2.42 -0.16 1.89  0.061
H: -3.67 1.86 -0.79  0.114
H: -4.47 -0.69 -2.34  0.084
H: 5.54 -2.37 -0.34  0.136
H: 6.24 7.03 -3.22  0.087
H: 5.42 0.73 -2.17  0.093
H: 1.20 -0.72 1.21  0.113
H: 3.39 -1.56 -0.40  0.092
H: -2.07 2.47 -1.16  0.099
H: 1.16 6.31 -0.62  0.130
H: 4.69 -8.00 0.36  0.115
H: 1.15 -7.81 0.07  0.130
H: -7.21 -2.43 -0.81  0.087
H: 4.60 -1.00 2.79  0.100
H: -1.15 -0.37 -8.12  0.085
H: 4.11 1.47 2.89  0.071

No. 2
A structure of composition C51H74BiN2OS3SbSi6. Source: OMol25; level of theory: the ωB97M-V functional and the def2-TZVPD basis.

The calculation puts the total energy at -151270.276 eV. The largest force on an atom is 0.01378 Eh/bohr. The net charge is -2. As for the multiplicity: 1. The HOMO energy is -1.4 eV.

Last column: Löwdin charge in e.
CARTESIAN COORDINATES (ANGSTROEM)
Bi: 0.62 -0.02 -1.18  1.154
Sb: -0.39 0.67 4.42  1.103
S: -2.34 0.65 3.25  0.011
S: 1.16 0.81 1.79  0.483
S: 1.06 2.50 -1.19  0.519
Si: -0.13 0.05 -3.80  0.283
Si: 5.83 1.00 -1.70  0.326
Si: 1.66 0.77 -5.14  0.316
Si: -2.08 1.17 -4.49  0.339
Si: -0.42 -2.23 -4.20  0.308
Si: 4.73 -1.65 -0.38  0.313
O: -2.41 -0.58 -1.20  -0.094
N: 5.55 6.28 0.47  0.144
N: 6.18 3.73 3.65  0.151
C: 3.10 3.84 -0.09  -0.093
C: -2.18 -2.83 -3.91  -0.218
C: -0.54 0.58 7.56  -0.126
C: 5.64 -2.94 -1.43  -0.207
C: -0.32 4.62 6.21  -0.092
C: -3.74 0.52 -3.89  -0.214
C: -0.66 3.36 5.74  -0.135
C: -1.06 0.24 8.80  -0.104
C: -2.20 -0.55 8.89  -0.115
C: 5.75 -1.62 1.23  -0.201
C: -2.73 -3.40 0.13  -0.285
C: 6.86 1.76 -0.28  -0.192
C: 5.38 3.53 2.84  -0.189
C: 2.48 -0.47 4.73  -0.135
C: 0.07 -2.78 -5.94  -0.231
C: 0.74 -2.14 4.72  -0.129
C: -0.93 -2.53 1.48  -0.092
C: 7.15 0.18 -2.79  -0.205
C: 4.49 -0.11 -1.27  -0.371
C: 0.70 -3.20 -3.03  -0.239
C: -2.21 1.08 -6.38  -0.234
C: 1.51 3.14 4.73  -0.106
C: 2.34 1.99 1.28  -0.667
C: 0.26 2.60 5.02  -0.335
C: -1.17 0.16 6.38  -0.347
C: -2.31 -0.64 6.49  -0.149
C: 0.95 5.14 5.95  -0.096
C: -0.11 -3.59 1.11  -0.094
C: -2.03 3.01 -4.07  -0.216
C: -1.91 -4.46 -0.24  -0.071
C: 3.48 2.21 2.07  -0.086
C: -2.23 -2.44 1.01  -0.072
C: -1.66 0.31 -0.85  -0.646
C: 1.13 -0.81 4.65  -0.369
C: 4.11 4.14 0.80  -0.199
C: 1.86 4.40 5.20  -0.071
C: 3.19 -0.22 -4.75  -0.224
C: -2.82 -1.00 7.73  -0.102
C: 3.12 -2.45 0.20  -0.228
C: -0.61 -4.56 0.25  -0.108
C: 3.43 -1.47 4.86  -0.079
C: 1.97 2.60 -4.88  -0.227
C: 3.05 -2.80 4.90  -0.088
C: 4.92 5.32 0.61  -0.182
C: 2.23 2.77 0.11  -0.653
C: -2.16 1.59 -0.25  -0.126
C: 1.32 0.53 -6.99  -0.217
C: -4.12 -3.25 -0.43  -0.058
C: 4.34 3.28 1.88  -0.210
C: 5.18 2.47 -2.71  -0.181
C: 1.70 -3.14 4.84  -0.087
H: -4.54 1.22 -4.16  0.027
H: 2.35 2.78 -3.88  -0.015
H: 0.90 -3.65 1.48  0.085
H: 6.29 1.77 0.65  -0.002
H: 2.79 0.56 4.70  0.076
H: -3.76 0.37 -2.80  0.005
H: -1.04 5.20 6.77  0.097
H: -4.23 -2.25 -0.87  0.064
H: 5.65 -3.93 -0.94  0.011
H: 6.70 -0.22 -3.71  0.015
H: 0.02 -5.38 -0.06  0.099
H: -3.96 -0.46 -4.34  0.017
H: 0.35 1.19 7.50  0.099
H: -2.81 -0.96 5.58  0.056
H: 4.05 0.12 -5.35  0.032
H: 2.59 -1.78 0.89  -0.010
H: 7.93 0.90 -3.07  0.014
H: 2.44 -2.68 -0.62  -0.014
H: 1.15 -2.66 -6.09  0.015
H: 1.22 6.12 6.33  0.096
H: -2.28 -5.20 -0.94  0.101
H: -0.31 -2.41 4.67  0.101
H: 7.17 2.79 -0.49  0.015
H: 4.79 2.12 -3.67  0.005
H: -1.73 2.45 -0.77  0.023
H: 6.70 -1.08 1.09  0.009
H: 5.98 -2.62 1.61  0.011
H: -1.80 1.64 0.78  -0.004
H: 1.39 -0.53 -7.26  0.010
H: -1.65 2.96 5.94  0.100
H: -1.93 0.09 -6.75  0.015
H: -0.56 0.58 9.70  0.093
H: 3.03 -1.29 -4.97  0.019
H: -0.18 -3.84 -6.08  0.023
H: -3.25 1.62 -0.27  0.082
H: -0.44 -2.20 -6.71  0.014
H: 3.49 -0.15 -3.69  -0.004
H: -2.19 -3.92 -3.78  0.026
H: -1.94 3.17 -2.99  0.011
H: -2.94 3.50 -4.42  0.026
H: 4.48 -1.21 4.90  0.105
H: 5.96 3.22 -2.89  0.023
H: -4.32 -3.99 -1.21  0.068
H: -0.54 -1.75 2.13  0.053
H: 2.97 4.46 -0.97  0.109
H: -1.56 1.82 -6.85  0.015
H: 1.04 3.17 -4.99  0.006
H: 3.59 0.44 -0.98  -0.082
H: 2.70 2.99 -5.61  0.030
H: -3.24 1.28 -6.70  0.023
H: -2.61 -0.80 9.86  0.090
H: -1.17 3.49 -4.55  0.011
H: 5.18 -3.04 -2.42  0.014
H: 2.06 1.08 -7.58  0.025
H: 2.21 2.60 4.12  0.052
H: -2.85 -1.60 1.31  0.080
H: 0.81 -4.23 -3.36  0.034
H: 0.27 -3.21 -2.01  0.002
H: 3.80 -3.58 4.97  0.098
H: 1.39 -4.18 4.89  0.100
H: 2.84 4.81 4.98  0.104
H: 5.19 -1.08 2.02  0.004
H: 3.69 1.52 2.88  0.097
H: 1.70 -2.75 -2.96  0.018
H: -3.70 -1.63 7.80  0.093
H: 4.36 2.96 -2.18  -0.004
H: -4.88 -3.35 0.35  0.074
H: 7.63 -0.65 -2.27  0.004
H: 6.69 -2.64 -1.58  0.003
H: -2.84 -2.57 -4.74  0.019
H: 0.33 0.89 -7.27  -0.009
H: 3.32 -3.39 0.74  0.023
H: 7.77 1.17 -0.10  0.013
H: -2.58 -2.38 -3.00  0.007